Entry w
{"formula": "C34H102O34", "method": "ωB97M-V with the def2-TZVPD basis set", "species": ["C", "C", "O", "O", "H", "H", "H", "H", "H", "H", "C", "C", "O", "O", "H", "H", "H", "H", "H", "H", "C", "C", "O", "O", "H", "H", "H", "H", "H", "H", "C", "C", "O", "O", "H", "H", "H", "H", "H", "H", "C", "C", "O", "O", "H", "H", "H", "H", "H", "H", "C", "C", "O", "O", "H", "H", "H", "H", "H", "H", "C", "C", "O", "O", "H", "H", "H", "H", "H", "H", "C", "C", "O", "O", "H", "H", "H", "H", "H", "H", "C", "C", "O", "O", "H", "H", "H", "H", "H", "H", "C", "C", "O", "O", "H", "H", "H", "H", "H", "H", "C", "C", "O", "O", "H", "H", "H", "H", "H", "H", "C", "C", "O", "O", "H", "H", "H", "H", "H", "H", "C", "C", "O", "O", "H", "H", "H", "H", "H", "H", "C", "C", "O", "O", "H", "H", "H", "H", "H", "H", "C", "C", "O", "O", "H", "H", "H", "H", "H", "H", "C", "C", "O", "O", "H", "H", "H", "H", "H", "H", "C", "C", "O", "O", "H", "H", "H", "H", "H", "H"], "coordinates": [[3.702, -10.871, 19.052], [4.595, -11.917, 18.372], [6.006, -11.817, 18.650], [3.635, -11.094, 20.451], [2.681, -10.914, 18.671], [4.214, -9.929, 18.891], [4.457, -11.925, 17.304], [4.342, -12.914, 18.653], [6.397, -12.706, 18.794], [4.103, -10.334, 20.874], [13.013, -16.088, 18.981], [11.853, -16.964, 19.395], [10.676, -16.242, 19.801], [12.578, -15.250, 17.923], [13.849, -16.801, 18.651], [13.453, -15.443, 19.742], [12.163, -17.505, 20.288], [11.594, -17.676, 18.652], [10.128, -16.015, 19.072], [12.680, -14.347, 18.202], [13.577, -9.419, 12.819], [13.717, -10.009, 11.393], [12.655, -10.928, 11.262], [12.461, -8.674, 12.931], [14.412, -8.639, 12.872], [13.569, -10.186, 13.609], [14.669, -10.450, 11.114], [13.587, -9.107, 10.762], [12.432, -10.953, 10.332], [11.691, -9.253, 12.839], [11.491, -4.688, 22.497], [10.481, -5.786, 22.581], [10.946, -7.041, 22.132], [12.667, -4.966, 23.217], [11.055, -3.794, 22.826], [11.789, -4.587, 21.456], [9.600, -5.479, 21.999], [10.243, -5.972, 23.615], [11.429, -7.457, 22.836], [12.939, -4.099, 23.387], [6.361, -15.188, 18.269], [7.537, -16.117, 18.158], [8.807, -15.458, 17.869], [6.654, -14.284, 19.381], [5.355, -15.650, 18.425], [6.386, -14.505, 17.362], [7.276, -16.784, 17.345], [7.684, -16.765, 18.989], [8.900, -15.240, 16.897], [6.514, -14.623, 20.303], [13.107, -8.562, 16.740], [14.016, -9.833, 16.992], [14.768, -9.666, 18.177], [12.041, -8.823, 15.798], [13.699, -7.729, 16.444], [12.632, -8.318, 17.698], [14.631, -9.933, 16.101], [13.402, -10.732, 16.921], [14.249, -9.886, 19.001], [12.305, -8.369, 15.005], [11.397, -13.425, 15.043], [10.906, -12.059, 14.761], [9.598, -11.780, 15.298], [11.052, -14.296, 13.954], [10.936, -13.638, 16.028], [12.517, -13.429, 15.248], [10.808, -11.938, 13.690], [11.507, -11.204, 15.013], [9.725, -11.606, 16.247], [10.663, -13.794, 13.192], [9.736, -7.186, 17.883], [10.260, -6.551, 19.121], [9.856, -5.181, 19.266], [10.111, -6.347, 16.787], [8.662, -7.301, 17.997], [10.239, -8.138, 17.884], [11.334, -6.523, 19.035], [9.826, -7.087, 19.917], [10.183, -4.751, 18.500], [9.856, -6.732, 15.982], [6.472, -10.471, 15.480], [7.021, -9.143, 15.025], [8.135, -9.225, 14.149], [5.957, -11.357, 14.501], [5.628, -10.298, 16.154], [7.257, -10.959, 16.082], [7.237, -8.514, 15.918], [6.235, -8.676, 14.427], [8.709, -9.923, 14.539], [6.618, -11.555, 13.852], [8.036, -15.403, 13.914], [7.156, -14.127, 13.783], [7.881, -12.901, 13.642], [8.960, -15.443, 15.015], [8.603, -15.554, 13.002], [7.317, -16.196, 13.968], [6.631, -14.102, 14.792], [6.376, -14.166, 13.015], [8.436, -12.767, 14.383], [9.791, -15.108, 14.642], [12.742, -10.169, 21.512], [13.850, -9.673, 22.365], [14.433, -10.881, 22.867], [13.180, -10.814, 20.285], [12.082, -9.405, 21.170], [12.136, -10.906, 22.115], [13.404, -9.061, 23.167], [14.532, -9.055, 21.764], [15.366, -10.684, 22.992], [13.258, -11.779, 20.398], [4.025, -12.643, 23.278], [5.037, -13.322, 24.180], [6.306, -13.009, 23.736], [4.184, -13.165, 22.002], [4.241, -11.565, 23.263], [2.994, -12.792, 23.684], [4.800, -14.384, 24.250], [5.066, -12.814, 25.174], [6.477, -13.396, 22.826], [3.949, -12.563, 21.315], [7.610, -16.467, 23.864], [6.817, -16.158, 22.619], [7.259, -14.988, 21.880], [8.767, -17.155, 23.472], [6.992, -17.163, 24.446], [7.879, -15.603, 24.485], [5.778, -15.935, 22.921], [6.816, -17.045, 21.930], [8.274, -14.953, 22.005], [9.437, -16.540, 23.159], [12.637, -14.322, 22.134], [11.306, -14.456, 22.824], [10.229, -14.998, 22.028], [12.641, -13.634, 20.959], [13.088, -15.320, 21.990], [13.213, -13.808, 22.893], [10.957, -13.519, 23.214], [11.476, -15.162, 23.628], [10.583, -15.216, 21.165], [11.760, -13.510, 20.576], [5.741, -8.038, 21.110], [7.282, -8.129, 21.588], [7.852, -9.378, 21.302], [4.928, -8.874, 21.971], [5.587, -8.359, 20.104], [5.389, -7.022, 21.236], [7.242, -7.980, 22.657], [7.909, -7.349, 21.120], [7.647, -9.902, 22.068], [5.478, -9.399, 22.571], [9.404, -9.365, 24.205], [8.192, -10.054, 24.823], [7.211, -10.403, 23.796], [10.060, -10.285, 23.330], [10.118, -9.109, 25.024], [9.054, -8.526, 23.639], [7.603, -9.414, 25.547], [8.476, -11.020, 25.331], [6.968, -11.302, 23.873], [9.743, -10.025, 22.441], [9.832, -10.964, 19.093], [9.951, -12.130, 20.006], [10.517, -13.286, 19.375], [8.849, -11.252, 18.082], [10.803, -10.804, 18.638], [9.392, -10.138, 19.719], [9.012, -12.438, 20.523], [10.628, -11.765, 20.856], [9.823, -13.872, 18.973], [8.017, -11.245, 18.606]], "orbital_gap_ev": 9.84, "homo_energy_ha": -0.342, "lumo_energy_ev": 0.54, "total_charge": 0}



Entry x
{"formula": "C34H102O34", "method": "ωB97M-V with the def2-TZVPD basis set", "species": ["C", "C", "O", "O", "H", "H", "H", "H", "H", "H", "C", "C", "O", "O", "H", "H", "H", "H", "H", "H", "C", "C", "O", "O", "H", "H", "H", "H", "H", "H", "C", "C", "O", "O", "H", "H", "H", "H", "H", "H", "C", "C", "O", "O", "H", "H", "H", "H", "H", "H", "C", "C", "O", "O", "H", "H", "H", "H", "H", "H", "C", "C", "O", "O", "H", "H", "H", "H", "H", "H", "C", "C", "O", "O", "H", "H", "H", "H", "H", "H", "C", "C", "O", "O", "H", "H", "H", "H", "H", "H", "C", "C", "O", "O", "H", "H", "H", "H", "H", "H", "C", "C", "O", "O", "H", "H", "H", "H", "H", "H", "C", "C", "O", "O", "H", "H", "H", "H", "H", "H", "C", "C", "O", "O", "H", "H", "H", "H", "H", "H", "C", "C", "O", "O", "H", "H", "H", "H", "H", "H", "C", "C", "O", "O", "H", "H", "H", "H", "H", "H", "C", "C", "O", "O", "H", "H", "H", "H", "H", "H", "C", "C", "O", "O", "H", "H", "H", "H", "H", "H"], "coordinates": [[2.625, 3.015, -1.916], [1.791, 3.916, -1.020], [0.492, 3.330, -0.905], [2.931, 1.817, -1.264], [3.566, 3.504, -2.158], [2.089, 2.827, -2.914], [1.771, 4.966, -1.417], [2.286, 4.115, -0.094], [-0.031, 3.673, -0.187], [2.210, 1.236, -1.063], [-0.167, 4.256, 3.146], [-1.162, 4.868, 2.251], [-1.356, 3.982, 1.137], [1.150, 4.422, 2.557], [-0.369, 3.188, 3.342], [-0.222, 4.826, 4.115], [-0.912, 5.876, 1.908], [-2.032, 5.049, 2.867], [-2.185, 4.287, 0.762], [1.801, 4.098, 3.219], [1.624, -3.087, 2.351], [1.932, -4.635, 2.315], [0.813, -5.405, 2.733], [0.750, -2.742, 1.330], [2.444, -2.514, 2.266], [1.072, -2.828, 3.282], [2.678, -4.822, 3.076], [2.231, -4.969, 1.317], [0.453, -5.911, 1.931], [1.338, -2.492, 0.612], [-2.598, -1.022, -1.791], [-3.117, 0.203, -0.971], [-3.585, -0.051, 0.358], [-1.411, -1.587, -1.137], [-2.263, -0.653, -2.783], [-3.385, -1.764, -1.873], [-3.960, 0.731, -1.450], [-2.274, 0.898, -1.048], [-2.818, -0.319, 0.883], [-1.479, -2.529, -1.333], [3.461, 1.217, 3.746], [4.244, 1.485, 2.491], [5.380, 0.587, 2.258], [2.691, 0.050, 3.615], [2.768, 2.030, 3.905], [4.083, 1.063, 4.609], [4.548, 2.524, 2.418], [3.543, 1.427, 1.628], [5.697, 0.891, 1.402], [1.796, 0.193, 3.967], [6.665, 0.794, -2.058], [6.431, 2.015, -1.295], [5.410, 1.856, -0.352], [5.797, 0.876, -3.209], [6.530, -0.055, -1.385], [7.642, 0.645, -2.440], [6.258, 2.835, -1.951], [7.219, 2.428, -0.638], [4.572, 1.599, -0.806], [5.925, 0.050, -3.731], [1.142, 0.493, -4.396], [1.232, 1.745, -5.251], [1.188, 2.984, -4.604], [-0.251, 0.120, -4.098], [1.629, 0.584, -3.389], [1.468, -0.375, -5.012], [0.471, 1.621, -6.045], [2.144, 1.750, -5.892], [0.286, 3.160, -4.302], [-0.657, 0.923, -3.784], [3.480, -1.538, -2.626], [3.636, -1.552, -1.091], [2.760, -2.495, -0.424], [4.055, -2.810, -3.117], [4.124, -0.620, -2.948], [2.474, -1.332, -2.993], [3.364, -0.592, -0.629], [4.673, -1.733, -0.854], [2.704, -3.148, -1.137], [3.479, -3.070, -3.855], [-0.048, -3.205, -4.280], [0.951, -4.204, -4.766], [2.145, -3.570, -5.362], [-0.464, -2.383, -5.328], [0.418, -2.583, -3.457], [-0.912, -3.790, -3.869], [0.572, -4.802, -5.524], [1.203, -4.780, -3.902], [1.993, -2.892, -6.078], [-0.900, -1.608, -4.945], [-6.640, 0.855, -0.184], [-6.795, -0.515, 0.356], [-5.817, -1.399, -0.161], [-6.882, 0.907, -1.570], [-5.678, 1.254, 0.065], [-7.326, 1.568, 0.320], [-7.812, -0.933, 0.049], [-6.786, -0.436, 1.478], [-4.961, -1.014, 0.194], [-6.166, 0.396, -2.054], [-4.674, 4.209, -0.084], [-5.946, 4.941, -0.168], [-6.578, 5.196, 1.159], [-3.677, 5.147, 0.392], [-4.452, 3.802, -1.075], [-4.821, 3.297, 0.517], [-6.635, 4.297, -0.766], [-5.810, 5.900, -0.667], [-7.410, 5.704, 0.922], [-3.931, 5.417, 1.309], [-2.732, -3.482, 1.445], [-2.884, -3.789, 2.939], [-1.625, -3.650, 3.602], [-1.692, -4.262, 0.926], [-2.537, -2.344, 1.276], [-3.592, -3.713, 0.795], [-3.328, -4.735, 3.002], [-3.651, -3.125, 3.361], [-1.123, -4.445, 3.307], [-0.806, -4.018, 1.340], [-2.230, 3.477, -2.500], [-1.923, 4.820, -3.068], [-1.988, 4.785, -4.485], [-1.236, 2.470, -2.878], [-3.172, 3.142, -2.838], [-2.301, 3.695, -1.433], [-0.908, 4.988, -2.860], [-2.597, 5.555, -2.653], [-2.389, 3.983, -4.756], [-0.650, 2.501, -2.048], [-2.740, -5.150, -2.308], [-3.331, -5.964, -1.156], [-2.398, -6.859, -0.539], [-1.675, -4.387, -1.751], [-3.488, -4.493, -2.712], [-2.284, -5.864, -3.050], [-4.198, -6.498, -1.510], [-3.578, -5.273, -0.379], [-2.002, -7.253, -1.354], [-1.724, -4.491, -0.764], [5.000, -2.642, 5.030], [5.629, -2.233, 3.721], [4.694, -1.978, 2.691], [3.927, -1.683, 5.472], [5.720, -2.670, 5.809], [4.554, -3.616, 5.043], [6.285, -3.071, 3.427], [6.206, -1.383, 4.044], [4.631, -1.021, 2.644], [3.527, -1.358, 4.620], [-2.079, 1.176, 4.676], [-1.015, 0.067, 4.806], [0.304, 0.524, 4.896], [-2.056, 2.138, 5.785], [-3.079, 0.697, 4.566], [-1.855, 1.704, 3.776], [-1.018, -0.481, 3.872], [-1.252, -0.633, 5.615], [0.354, 1.058, 5.717], [-2.279, 1.596, 6.547], [-0.374, 0.702, 1.579], [0.861, 0.607, 0.730], [0.558, 0.238, -0.641], [-1.050, -0.509, 1.629], [-1.016, 1.415, 1.140], [-0.076, 1.092, 2.553], [1.560, -0.225, 0.991], [1.246, 1.601, 0.635], [0.250, -0.681, -0.636], [-0.319, -1.196, 1.629]], "orbital_gap_ev": 9.49, "homo_energy_ha": -0.343, "lumo_energy_ev": 0.17, "total_charge": 0}



We find entry w to be the most stable, with the next structure 0.855 eV higher.



Entry w
{"formula": "C3H8OSi", "method": "ωB97M-V with the def2-TZVPD basis set", "species": ["C", "C", "C", "Si", "O", "H", "H", "H", "H", "H", "H", "H", "H"], "coordinates": [[1.939, -1.255, -0.804], [1.081, -0.230, -0.750], [-0.365, -0.278, -0.758], [-1.256, 0.627, 0.881], [-0.990, 0.982, 2.513], [2.989, -1.065, -0.480], [1.661, -2.336, -0.985], [1.251, 0.899, -0.771], [-0.774, -1.227, -0.949], [-0.790, 0.318, -1.536], [-1.517, 1.919, 0.071], [-2.347, -0.296, 0.859], [-0.881, 1.942, 2.708]], "orbital_gap_ev": 9.20, "homo_energy_ha": -0.324, "lumo_energy_ev": 0.39, "total_charge": 0}



Entry x
{"formula": "C3H8OSi", "method": "ωB97M-V with the def2-TZVPD basis set", "species": ["C", "C", "C", "Si", "O", "H", "H", "H", "H", "H", "H", "H", "H"], "coordinates": [[-2.464, 0.200, -0.087], [-1.049, -0.329, -0.042], [0.031, 0.448, -0.059], [1.998, -0.466, 0.142], [2.919, 0.775, -0.506], [-2.563, 1.225, 0.009], [-3.168, -0.354, 0.563], [-2.790, -0.260, -0.968], [-0.900, -1.290, 0.425], [-0.145, 1.524, -0.061], [2.392, -1.071, 1.468], [2.123, -1.674, -0.790], [3.617, 1.273, -0.095]], "orbital_gap_ev": 10.07, "homo_energy_ha": -0.343, "lumo_energy_ev": 0.73, "total_charge": 0}



Entry y
{"formula": "C3H8OSi", "method": "ωB97M-V with the def2-TZVPD basis set", "species": ["C", "C", "C", "O", "Si", "H", "H", "H", "H", "H", "H", "H", "H"], "coordinates": [[-1.592, -0.423, -0.576], [-1.550, -0.264, 0.941], [2.259, -0.446, -0.118], [0.080, 2.056, -0.083], [-0.024, 0.446, -0.031], [-1.568, -1.378, -1.018], [-2.416, 0.014, -1.121], [-2.366, 0.358, 1.221], [-1.472, -1.076, 1.581], [2.353, -0.633, -1.165], [2.936, 0.374, 0.261], [2.327, -1.426, 0.364], [1.034, 2.397, -0.255]], "orbital_gap_ev": 8.91, "homo_energy_ha": -0.310, "lumo_energy_ev": 0.47, "total_charge": 0}



Entry z
{"formula": "C3H8OSi", "method": "ωB97M-V with the def2-TZVPD basis set", "species": ["C", "C", "O", "C", "Si", "H", "H", "H", "H", "H", "H", "H", "H"], "coordinates": [[0.791, 1.685, -1.113], [-0.255, 0.993, -0.194], [-1.154, 0.193, -0.883], [-0.140, -0.559, -0.166], [-0.626, -1.747, 1.401], [1.586, 2.097, -0.565], [0.491, 2.433, -1.793], [1.279, 0.916, -1.807], [-0.565, 1.586, 0.568], [0.624, -1.022, -0.860], [0.126, -3.029, 1.031], [-2.001, -2.178, 1.602], [-0.156, -1.369, 2.780]], "orbital_gap_ev": 11.08, "homo_energy_ha": -0.368, "lumo_energy_ev": 1.07, "total_charge": 0}



We find entry x to be the most stable, with the next structure 0.131 eV higher.